A cluster of 2 separate species, C4H9N3 in total. Source: the OMol25 dataset; level of theory: wB97M-V/def2-TZVPD.

Geometry as XYZ:
```
16
C4H9N3 wB97M-V/def2-TZVPD
N -1.38488 3.44593 0.75375
C -0.57390 2.37332 1.02679
N 0.43989 2.17137 0.27972
H -1.11687 3.92801 -0.10134
H -2.39034 3.40113 0.87400
H -0.79422 1.75152 1.88877
H 0.96437 1.39331 0.65413
C -0.22145 -2.44208 -0.40312
C -0.62103 -1.24653 -0.82444
C 2.08835 -2.47432 -0.43433
N 1.02115 -2.77476 0.16462
H -0.88529 -3.29868 -0.44047
H 0.03121 -0.39721 -0.96607
H -1.67007 -1.13401 -1.06250
H 3.05064 -2.67827 0.01974
H 2.06244 -2.01874 -1.42926
```

relative energy (zero: lowest compared OMol25 entry of this formula, charge and spin) = 200.5 kJ/mol
charge = 0
gap between HOMO and LUMO = 10.171 eV
LUMO level = 0.987 eV
HOMO energy = -9.2 eV
max |F| = 0.957 eV Å⁻¹

A cluster of 2 separate species, C4H9N3 in total in a non-equilibrium geometry. Source: the OMol25 dataset; level of theory: wB97M-V/def2-TZVPD.

Geometry as XYZ:
```
16
C4H9N3 wB97M-V/def2-TZVPD
C 1.20820 0.66060 -0.35641
C 1.52764 0.33342 1.07360
C -1.46282 0.32338 0.06668
N -2.09336 0.00816 1.19228
C -0.68248 -0.64009 -1.87006
N -1.63653 -0.31574 -1.03400
N 0.59050 -0.85515 -1.50806
H -2.10174 0.65525 1.95924
H -2.65918 -0.82991 1.29868
H 0.65027 -1.47912 -0.71246
H -0.92339 -0.72837 -2.92412
H 2.06278 0.61802 -1.01724
H 0.61700 1.54783 -0.53095
H 0.97827 0.94898 1.78232
H 2.60334 0.46185 1.25496
H 1.32152 -0.70912 1.32555
```

relative energy (zero: lowest compared OMol25 entry of this formula, charge and spin) = 425.3 kJ/mol
charge = 0
gap between HOMO and LUMO (alpha / beta) = 7.992 / 7.993 eV
LUMO level (alpha / beta) = 0.433 / 0.434 eV
HOMO energy (alpha / beta) = -7.6 / -7.6 eV
max |F| = 2.781 eV Å⁻¹

An isolated molecule of C4H9N3O in a non-equilibrium geometry. Source: the OMol25 dataset; level of theory: wB97M-V/def2-TZVPD.

Geometry as XYZ:
```
17
C4H9N3O wB97M-V/def2-TZVPD
C 0.98185 -0.79142 1.51966
N -0.53625 -0.25864 -0.51164
C 0.39106 0.38023 0.18377
N -0.33547 -1.50496 -1.08708
C -1.41834 0.80635 -1.58205
C 0.94776 1.57740 0.19831
O 0.24053 -1.95588 1.70794
N -1.92323 1.94350 -1.50486
H -0.60602 -1.73214 2.11058
H -0.76674 -2.21949 -0.50976
H 0.64235 -1.74192 -1.23055
H -1.59053 2.53442 -0.74285
H 1.04091 -0.18904 2.42736
H 1.97404 -1.08241 1.17754
H -1.60595 0.16456 -2.44670
H 1.69923 1.82193 0.93225
H 0.86481 2.24751 -0.64193
```

relative energy (zero: lowest compared OMol25 entry of this formula, charge and spin) = 498.8 kJ/mol
charge = 0
gap between HOMO and LUMO = 8.806 eV
LUMO level = 0.773 eV
HOMO energy = -8.0 eV
max |F| = 6.189 eV Å⁻¹

A cluster of 2 separate species, C4H9N3O in total in a non-equilibrium geometry. Source: the OMol25 dataset; level of theory: wB97M-V/def2-TZVPD.

Geometry as XYZ:
```
17
C4H9N3O wB97M-V/def2-TZVPD
C -0.77475 -1.87356 0.52179
C 1.55623 -1.47320 -0.41797
C 0.96377 1.22015 0.84172
C 0.50344 -0.55762 -0.78734
N -1.88901 -2.03327 0.03991
N -0.84796 1.39119 -0.66880
N 0.37233 0.73706 -0.38183
O 2.37164 -1.35364 0.47667
H -0.26576 -2.16550 1.42944
H 1.51943 -2.39521 -1.02720
H 0.27912 1.09776 1.68952
H 1.88307 0.67344 1.03595
H 1.17649 2.28279 0.71855
H -0.04153 -0.79131 -1.69231
H -2.59670 -2.58541 0.52702
H -1.63704 0.83264 -0.33647
H -0.94508 1.49604 -1.67606
```

relative energy (zero: lowest compared OMol25 entry of this formula, charge and spin) = 470.4 kJ/mol
charge = 0
gap between HOMO and LUMO (alpha / beta) = 8.077 / 8.076 eV
LUMO level (alpha / beta) = 0.491 / 0.493 eV
HOMO energy (alpha / beta) = -7.6 / -7.6 eV
max |F| = 2.878 eV Å⁻¹

An isolated molecule of C4H9N3O in a non-equilibrium geometry. Source: the OMol25 dataset; level of theory: wB97M-V/def2-TZVPD.

Geometry as XYZ:
```
17
C4H9N3O wB97M-V/def2-TZVPD
C 1.21647 0.09753 0.15343
C 0.17992 1.15858 -0.24045
C -1.09430 0.79711 0.42245
C -1.54802 -0.52039 0.09336
H 4.11683 -0.87573 -0.59232
H 3.25044 -1.14214 0.94512
H 0.84951 -0.77803 0.69488
H 0.37782 2.24224 -0.28107
H 0.05971 1.06149 -1.32789
H -0.65952 0.73677 1.52620
H -1.86277 1.64990 0.37180
H -3.49807 0.02488 -0.15448
H -3.24094 -1.49520 -0.62734
N 3.20505 -0.89981 -0.10409
N 2.36668 0.06493 -0.43323
N -2.75630 -0.54679 -0.57904
O -0.96252 -1.57533 0.13265
```

relative energy (zero: lowest compared OMol25 entry of this formula, charge and spin) = 269.5 kJ/mol
charge = 0
gap between HOMO and LUMO = 8.915 eV
LUMO level = 0.846 eV
HOMO energy = -8.1 eV
max |F| = 5.523 eV Å⁻¹

A structure of composition C4H9N3O in a non-equilibrium geometry. Source: the OMol25 dataset; level of theory: wB97M-V/def2-TZVPD.

Geometry as XYZ:
```
17
C4H9N3O wB97M-V/def2-TZVPD
C -0.08022 -1.51589 -0.17149
C -0.31383 -0.06095 0.15825
N 2.35671 0.06659 1.24865
C -1.24576 0.31879 1.07347
O 1.34839 0.63265 0.55945
H 2.42764 -0.93374 1.09030
H 2.34467 0.33721 2.22585
H -0.13288 -2.14179 0.72111
H -0.83883 -1.86731 -0.87361
H 0.88844 -1.65344 -0.65382
H -1.39325 1.36413 1.31387
H -1.82854 -0.41267 1.62071
N -1.21961 0.99491 -1.90724
C -0.08539 0.86304 -1.13967
N 1.04654 1.34919 -1.29988
H -1.19532 1.73674 -2.59197
H -2.07875 0.92253 -1.37398
```

relative energy (zero: lowest compared OMol25 entry of this formula, charge and spin) = 666.6 kJ/mol
charge = 0
gap between HOMO and LUMO (alpha / beta) = 8.492 / 7.799 eV
LUMO level (alpha / beta) = 0.239 / -0.585 eV
HOMO energy (alpha / beta) = -8.3 / -8.4 eV
max |F| = 1.677 eV Å⁻¹